No. 1
Below is a molecular structure, C20H47Ba2CuN3O12 at a distorted geometry, with properties calculated with wB97M-V/def2-TZVPD.

XYZ file:
```
85
Properties=species:S:1:pos:R:3:forces:R:3
Cu -2.99913 -3.83863 2.91219 0.42 0.51 -0.12
Ba 1.49341 -2.60284 2.52154 -0.02 0.32 -0.51
Ba -5.12720 0.34728 2.07935 0.56 0.04 -0.62
O -0.22458 -0.05643 2.54744 0.73 -0.21 0.37
C -1.31900 -0.76340 2.41386 -0.09 -1.36 -1.45
O -1.19705 -1.97589 2.17788 0.38 -2.83 0.60
O -2.36438 -0.13040 2.35335 -3.39 1.15 0.30
H -0.73716 0.75342 2.60230 1.32 2.52 0.69
O -0.95155 2.52502 3.69516 -1.11 0.01 -1.68
C -1.09901 2.38526 4.98460 1.20 -0.18 6.78
O -1.98340 2.85786 5.73853 -3.07 1.37 -2.80
O -0.27829 1.84345 5.71145 3.50 -2.66 -1.06
H -1.82857 2.91191 3.64268 -0.65 1.04 -1.72
C -1.76479 -0.61570 -3.98570 -0.03 1.03 0.17
O -1.95982 -0.23886 -2.58191 0.52 -2.41 -0.01
C -2.54311 0.96436 -2.16921 0.41 0.37 -1.52
C -3.17985 0.94414 -0.77554 -0.08 0.32 -0.50
N -4.63612 0.69958 -0.73146 1.06 -1.12 1.88
C -5.00422 -0.65837 -1.25064 -2.61 2.89 -0.53
C -6.62108 -0.68361 -1.11975 1.72 -2.32 -0.88
O -7.05022 -0.53555 0.21735 0.89 1.23 0.87
C -8.44521 -0.51945 0.49661 -1.37 -0.66 0.70
H -1.27859 0.16610 -4.56922 0.15 0.31 0.29
H -2.66324 -0.85232 -4.55569 -0.52 0.02 0.54
H -1.11545 -1.48787 -4.06169 -0.07 0.04 0.62
H -3.24532 1.22653 -2.96058 -0.62 0.50 0.28
H -1.76791 1.73001 -2.19991 0.04 0.29 0.19
H -2.96229 1.91283 -0.32564 -0.22 0.26 -0.05
H -2.69339 0.24324 -0.09717 0.16 -0.40 -0.27
H -5.17532 1.47403 -1.09144 -0.05 -0.21 -0.63
H -4.37621 -1.43559 -0.81518 -0.40 -0.06 0.44
H -4.78488 -0.63353 -2.31806 -0.12 -0.55 -0.16
H -6.92482 -1.68085 -1.43813 -0.11 -0.14 -0.20
H -7.08699 -0.00773 -1.83684 0.14 0.53 0.33
H -8.69525 0.15579 1.31493 0.51 0.39 0.01
H -8.77076 -1.48976 0.87158 0.20 -0.29 -0.23
H -9.15131 -0.26260 -0.29304 0.68 0.15 -0.56
C 2.99560 -4.33393 5.32134 1.10 0.20 0.66
O 3.07695 -4.25987 3.91882 -0.27 -0.36 -0.72
C 3.80189 -5.39316 3.34563 -0.64 2.03 -1.26
C 4.20032 -4.81928 1.94962 1.07 -0.92 -0.13
N 3.01445 -4.52259 1.13951 -0.10 -0.57 -0.30
C 3.30242 -4.26802 -0.32460 -0.45 0.88 2.27
C 2.00067 -3.91699 -1.02171 -0.19 1.03 0.47
O 1.01982 -3.12624 -0.22436 1.79 -1.28 0.22
C -0.11989 -2.83669 -1.00508 -0.91 1.09 0.43
H 4.00020 -4.64135 5.61180 -0.15 0.06 0.79
H 2.27260 -5.05424 5.70412 -0.18 0.11 -0.11
H 2.85011 -3.31218 5.67201 -0.29 -0.17 0.35
H 3.06495 -6.19563 3.31309 0.23 -0.37 -0.48
H 4.62067 -5.72051 3.98636 0.19 0.36 -0.17
H 4.90403 -5.49351 1.46144 -0.34 -0.75 -0.21
H 4.82559 -3.92821 1.89363 -0.09 0.39 1.18
H 2.46498 -5.36470 1.23451 -0.50 -0.33 -0.44
H 3.81972 -5.08727 -0.82393 -0.14 -0.09 0.00
H 3.97022 -3.40716 -0.29191 0.12 0.03 -0.31
H 1.51000 -4.85277 -1.28939 -0.17 0.34 -0.68
H 2.27753 -3.17470 -1.77035 -0.26 -0.90 -0.96
H -0.58601 -3.69525 -1.48853 0.10 -0.27 0.32
H 0.00382 -2.06912 -1.76904 0.66 -0.02 -0.14
H -0.75943 -2.35728 -0.26397 -0.61 -0.29 -0.26
C 0.59164 1.31044 -0.36969 2.35 2.00 0.49
O 0.92421 2.75251 -0.16634 -2.23 -1.37 -0.87
C 2.31850 3.01271 0.01014 -0.14 -0.79 1.67
C 2.65930 4.50289 -0.14607 -0.94 -1.12 -1.42
N 2.05274 4.91659 -1.43809 0.32 0.26 1.81
C 2.61166 4.32774 -2.63362 0.39 1.98 -0.25
C 3.51637 5.36277 -3.40040 -0.66 -2.55 -1.00
O 4.86766 5.38253 -3.01023 -0.08 -0.37 1.35
C 5.55378 6.43149 -3.59341 0.77 1.52 -1.41
H 0.93954 1.01814 -1.36046 -0.45 -0.04 -0.27
H -0.43654 1.02054 -0.15308 -0.02 0.68 -0.17
H 1.25007 0.78487 0.32193 -0.08 -0.40 0.29
H 2.85396 2.29395 -0.61016 0.49 0.35 -0.15
H 2.43690 2.77601 1.06752 0.87 -0.38 0.23
H 3.73885 4.64460 -0.09521 -0.03 0.02 -0.24
H 2.20866 5.02481 0.69810 -0.08 0.25 -0.23
H 1.09545 4.61287 -1.33105 -0.12 0.19 -0.24
H 1.72726 4.12388 -3.23726 0.26 0.08 -0.59
H 3.14162 3.37891 -2.55022 0.28 -0.10 0.34
H 3.04577 6.33687 -3.53364 0.06 0.04 0.46
H 3.54826 4.84014 -4.35641 -0.19 0.50 -0.89
H 5.62176 7.33247 -2.98373 -0.34 0.00 0.28
H 5.14299 6.71035 -4.56377 -0.73 0.19 -0.02
H 6.57028 6.26085 -3.94796 0.29 -1.03 0.79
```
Forces are in eV/Å.

Results
- LUMO level (eV) = -10.6
- F_max (eV/A) = 6.9
- energy relative to the best compared isomer or geometry (same formula, charge and spin) (kcal/mol) = 70.38
- charge = +3
- orbital gap (eV) = 2.07



No. 2
Below is a molecular structure, C20H47NbO5P at a distorted geometry, with properties calculated with wB97M-V/def2-TZVPD.

XYZ file:
```
74
Properties=species:S:1:pos:R:3:forces:R:3
C -0.28173 2.66606 5.96444 -0.07 0.10 0.05
C 0.41115 1.39273 5.49676 0.11 -0.04 -0.06
C -0.13063 0.12295 6.17966 -0.16 0.02 0.09
C -0.40457 -1.05338 5.23354 0.25 0.01 -0.15
C -1.75305 -0.99418 4.49337 -0.09 0.04 0.17
C -1.70281 -0.43464 3.06373 -0.14 0.02 0.02
C -1.00362 -1.37312 2.07348 -0.09 -0.12 -0.40
Nb -0.80741 -0.27189 0.08281 0.68 0.69 -0.38
O -1.94893 1.27177 0.29265 -0.77 0.22 -0.37
C 0.85098 0.78059 1.26018 0.16 -0.47 0.35
C 2.35021 0.55596 0.95551 0.01 0.05 -0.11
C 0.22830 -0.03085 -1.86486 -0.10 -0.27 0.21
C -0.39533 1.11013 -2.70201 -0.03 -0.07 0.02
C 0.55936 2.30163 -2.87271 -0.03 0.08 0.19
C 1.43245 2.20306 -4.13130 -0.11 -0.04 0.03
C 2.84182 2.75102 -3.94318 0.13 0.00 0.00
C 2.86468 4.24065 -3.60975 -0.05 0.21 0.00
C -2.56063 -1.58863 -0.46054 0.08 -0.51 0.53
C -2.94512 -1.69151 -1.95097 0.09 0.39 0.00
C -2.22844 -2.82449 -2.70806 0.07 -0.25 0.01
C -1.48400 -2.43974 -3.98316 -0.13 0.17 -0.28
O -0.08965 -2.60762 -3.80478 -0.05 -0.22 0.05
C 0.68077 -2.01951 -4.81305 0.16 0.10 -0.13
P 0.71399 -2.44413 -0.07614 0.01 -0.27 -0.05
O -0.04841 -3.72728 -0.18848 0.28 0.01 0.00
O 1.85808 -2.33608 -1.26222 0.20 -0.19 -0.12
O 1.82227 -2.57286 1.16033 -0.11 0.01 0.23
H -0.16411 2.81236 7.04360 -0.01 -0.04 -0.06
H -1.35446 2.61463 5.75348 0.06 0.00 0.02
H 0.10691 3.55806 5.46591 0.03 -0.08 0.00
H 0.30871 1.30248 4.41262 -0.05 0.03 0.07
H 1.48832 1.47418 5.68097 -0.07 0.00 -0.04
H -1.06179 0.37768 6.70616 0.08 -0.08 -0.05
H 0.56762 -0.20335 6.95835 -0.01 0.07 -0.05
H -0.33395 -1.98611 5.80115 -0.07 0.05 -0.01
H 0.41011 -1.09292 4.49713 -0.07 -0.09 0.09
H -2.18645 -1.99980 4.45128 0.04 0.06 -0.04
H -2.44017 -0.38790 5.10121 -0.01 -0.07 -0.07
H -1.24392 0.55987 3.08792 0.03 -0.06 -0.03
H -2.73118 -0.25842 2.72319 0.06 -0.04 0.04
H -0.08811 -1.76951 2.51113 -0.02 0.12 0.13
H -1.63548 -2.25054 1.89485 0.04 0.05 0.13
H -2.83121 1.13406 -0.08609 0.14 0.29 0.25
H 0.59520 1.84061 1.10082 -0.11 -0.11 -0.19
H 0.69811 0.61463 2.33007 0.01 0.14 0.02
H 2.91716 1.49549 0.92592 -0.07 -0.03 0.06
H 2.53004 0.04838 0.00499 -0.01 0.02 0.04
H 2.82162 -0.06725 1.72034 0.00 0.03 -0.05
H 0.19716 -0.99702 -2.38157 -0.08 0.22 0.02
H 1.29486 0.14010 -1.69647 -0.02 0.01 -0.05
H -0.66075 0.71448 -3.69269 -0.03 0.15 0.01
H -1.33712 1.47462 -2.27520 0.06 -0.05 0.00
H 1.21833 2.34659 -1.99481 -0.12 -0.03 -0.02
H -0.01008 3.23737 -2.86016 0.11 0.01 -0.12
H 0.94926 2.74181 -4.95747 0.01 -0.10 0.02
H 1.48369 1.15146 -4.43540 0.10 0.09 0.05
H 3.33012 2.19050 -3.13734 0.00 0.02 -0.08
H 3.43090 2.57033 -4.84974 -0.06 0.02 0.04
H 3.85436 4.68262 -3.75567 -0.03 -0.09 0.04
H 2.16542 4.79336 -4.24758 0.07 -0.05 0.00
H 2.57333 4.43482 -2.57431 -0.04 -0.07 -0.06
H -3.42023 -1.20399 0.11545 0.09 0.02 0.00
H -2.37310 -2.59340 -0.06690 -0.07 0.05 -0.11
H -4.02806 -1.85310 -2.02054 0.03 0.05 -0.06
H -2.76724 -0.73913 -2.47956 0.00 -0.07 0.06
H -2.97656 -3.57806 -2.97284 0.09 -0.05 0.08
H -1.50104 -3.31560 -2.05001 -0.09 0.05 -0.03
H -1.70471 -1.39553 -4.26702 0.05 -0.10 0.06
H -1.79242 -3.07304 -4.83226 -0.02 0.09 0.05
H 0.20635 -2.10726 -5.80232 0.00 0.00 0.08
H 0.86780 -0.95638 -4.59671 -0.10 -0.11 -0.09
H 1.64539 -2.53099 -4.85271 -0.07 0.03 0.09
H 2.54364 -3.00882 -1.13321 -0.23 0.10 0.03
H 1.60795 -1.92900 1.84677 0.07 -0.12 -0.15
```
Forces are in eV/Å.

Results
- LUMO level (eV) = 2.8
- F_max (eV/A) = 1.0
- charge = -1
- orbital gap (eV) = 7.43



Across the entries above, molar mass takes the values 859.8 491.5 g mol⁻¹, respectively.